Entry 1:
The following is a DFT calculation (the ωB97M-V functional and the def2-TZVPD basis) of C20H34Cl4F10KN2O14PS as an isolated structure.

Last column: Löwdin charge in e.
Atoms and positions in Å:
H: 0.573 3.007 -0.255  0.137
N: -2.531 -0.566 5.129  0.022
H: 1.085 1.875 0.992  0.101
K: 0.033 4.425 5.222  1.001
H: -2.872 -3.190 -5.171  -0.107
F: -4.313 -0.141 1.139  -0.242
C: -1.808 -0.499 -2.909  -0.106
C: -1.124 -0.675 5.477  -0.066
H: -0.949 -3.345 -2.202  0.062
F: -2.367 0.721 1.908  -0.236
C: 0.008 -3.124 -2.650  0.012
C: 1.195 -1.472 -7.513  -0.295
F: -2.168 1.430 -0.045  -0.177
Cl: 6.735 5.736 -3.094  0.613
F: 5.252 3.108 -0.331  0.156
F: -4.285 1.051 -0.567  -0.171
H: -1.553 -8.150 -1.833  0.087
C: -0.599 -7.847 -1.398  -0.018
O: 2.054 2.817 5.189  0.009
O: 2.333 3.823 -1.930  0.208
H: 1.724 0.421 -6.798  0.091
O: 2.644 2.729 0.005  0.010
H: -5.954 -2.213 2.558  0.196
H: 0.186 -7.990 -2.135  0.084
H: -0.385 -8.468 -0.527  0.085
C: 2.993 3.531 -0.989  -0.412
H: 4.084 2.511 4.951  0.186
H: -1.905 0.538 -3.212  0.168
O: -0.526 -0.730 -2.341  -0.016
O: -5.369 -2.695 1.938  0.329
C: 0.143 -1.692 -3.076  -0.483
C: 1.113 1.061 -0.978  -0.055
H: 1.837 0.267 -0.764  0.088
O: -4.744 -0.700 5.469  0.017
O: -4.675 -1.871 -1.512  0.102
H: -1.906 -1.110 -3.798  0.103
Cl: 9.590 6.136 -2.976  0.506
O: -0.679 3.978 -3.283  -0.614
C: -3.611 -0.813 5.913  -0.560
H: -5.378 -2.251 1.046  0.178
F: -4.330 1.802 2.228  -0.219
O: 0.534 1.863 3.811  0.179
C: -0.651 -6.394 -0.998  -0.484
H: -2.766 -0.280 4.184  0.124
H: -4.454 -2.707 2.282  0.188
H: 0.181 -3.731 -3.527  0.097
F: -3.746 2.907 0.560  -0.182
H: -0.986 -0.996 6.504  0.072
H: -2.689 -6.226 -0.352  0.085
O: -2.793 -0.764 -1.903  0.088
N: 0.400 -2.280 -7.691  0.113
C: 3.198 3.953 3.549  -0.018
F: 3.669 4.252 5.854  0.085
C: 3.363 3.327 4.914  -0.290
C: -3.615 -1.783 -2.102  -0.659
C: 8.114 6.489 -3.889  -2.044
H: 0.114 0.666 -0.885  0.057
F: 4.927 4.650 -1.799  0.034
C: -3.353 -1.239 7.341  -0.014
H: -1.522 -6.543 0.958  0.082
O: 0.101 -5.577 -1.472  0.062
C: 1.502 2.529 3.958  -0.649
H: 0.759 -3.381 -1.917  0.084
C: 4.405 4.071 -0.720  -0.526
S: -3.907 -2.703 -4.460  0.897
C: 2.196 -0.444 -7.260  -0.070
H: -2.784 -2.169 7.368  0.083
O: -3.208 -2.815 -2.920  -0.450
H: -4.307 -1.400 7.833  0.081
H: -0.663 -1.404 4.809  0.089
H: -1.617 -4.932 0.220  0.076
C: 1.280 2.208 -0.026  -0.171
H: 4.108 3.943 2.956  0.152
O: 2.191 3.110 2.968  0.089
H: 2.958 -0.833 -6.588  0.081
P: -3.533 1.311 0.860  0.380
H: 1.270 1.377 -2.008  0.093
F: 4.387 4.996 0.265  0.139
H: 2.661 -0.144 -8.197  0.078
H: 2.827 4.979 3.607  0.148
O: 0.804 -1.375 -4.027  0.138
Cl: 7.878 8.241 -3.960  0.516
Cl: 8.277 5.854 -5.531  0.520
C: -1.691 -6.000 0.026  -0.021
H: 0.050 4.152 -2.677  -0.243
H: -2.809 -0.464 7.882  0.082
H: -0.613 0.276 5.322  0.058

Entry 2:
The following is a DFT calculation (the ωB97M-V functional and the def2-TZVPD basis) of a 5-piece molecular cluster, C20H34F6O13 overall.

Last column: Löwdin charge in e.
Atoms and positions in Å:
O: -3.660 -4.866 -5.328  0.162
O: -1.230 -1.518 -1.504  0.119
H: 5.809 -1.340 3.888  0.120
C: 3.234 -1.979 4.068  -0.561
O: 1.870 3.200 2.537  -0.018
H: 2.372 3.234 -1.702  0.069
H: -4.396 2.503 0.723  0.136
H: 0.979 5.757 -0.645  0.120
C: 1.132 -3.019 4.838  -0.040
F: -2.971 -1.205 2.649  0.161
C: -0.868 -3.046 -4.981  -0.046
O: -3.302 -2.769 -5.210  0.002
H: -5.059 -1.683 -3.791  0.088
C: 5.160 -0.537 3.539  -0.174
H: -5.757 -2.382 -2.359  0.098
H: 5.730 1.607 3.676  0.063
C: -4.892 -2.436 -3.021  -0.051
H: 5.080 -0.428 2.458  0.125
C: -2.367 3.102 1.208  -0.034
H: 2.794 -0.578 0.570  0.068
H: 0.068 -2.832 4.694  0.085
H: -0.846 -2.265 -4.221  0.045
F: -5.053 -1.306 2.095  0.192
H: 5.316 0.751 5.224  0.080
H: -1.997 -1.848 -6.458  0.118
H: 6.863 0.646 4.527  0.071
C: 1.697 4.951 -0.496  -0.183
H: 2.031 1.176 2.574  0.088
H: 0.634 -1.433 0.158  0.124
C: -1.414 0.425 -3.040  -0.556
H: -2.419 3.112 2.297  0.085
H: -2.096 -3.511 -6.781  0.117
H: -1.340 2.945 0.879  0.064
O: 3.741 -2.976 3.602  0.118
F: -0.708 0.335 -4.140  0.189
H: 1.183 -3.360 5.872  0.094
H: -3.927 -2.190 -2.578  0.072
O: 2.020 -1.906 4.682  -0.014
C: 2.350 -0.379 -0.406  -0.042
C: 5.809 0.687 4.255  -0.059
H: 1.141 4.182 -2.511  0.070
H: 0.495 0.261 0.681  0.121
H: -2.530 4.156 0.984  0.077
O: 0.302 0.063 -1.373  0.014
O: -4.806 -3.637 -3.778  -0.011
C: 0.832 -0.397 -0.119  -0.168
H: 2.636 -1.130 -1.142  0.086
C: -0.792 -0.430 -1.896  -0.352
F: -1.507 1.681 -2.650  0.187
F: -2.599 -0.127 -3.417  0.144
C: 2.374 3.613 1.371  -0.505
C: 2.210 2.038 3.218  -0.039
O: 3.302 3.041 0.778  0.091
C: -3.378 2.164 0.535  -0.257
H: 0.100 -3.168 -5.466  0.080
H: 0.564 3.198 -1.423  0.058
H: 2.670 0.581 -0.810  0.069
H: 1.806 2.017 4.230  0.111
O: 1.483 4.535 0.857  0.000
C: -3.894 -3.856 -4.782  -0.620
H: 3.295 2.079 3.316  0.080
F: -3.503 -2.413 1.060  0.176
O: 3.858 -0.797 4.090  -0.007
C: -2.040 -2.810 -5.949  -0.154
H: 2.732 5.275 -0.607  0.120
O: -3.252 0.976 1.140  0.009
H: 1.321 -3.823 4.127  0.093
H: -0.910 -3.898 -4.303  0.083
C: -3.817 -1.257 1.615  -0.582
C: 1.460 3.808 -1.538  -0.059
O: -4.137 -0.379 -0.595  0.145
H: -3.301 2.008 -0.541  0.120
C: -3.685 -0.194 0.546  -0.277

SMILES: CCOC(=O)C(F)(F)F.CCOC(=O)C(F)(F)F.CCOC(=O)OC.CCOC(=O)OC.CCOC(=O)OC

Entry 3:
The following is a DFT calculation (the ωB97M-V functional and the def2-TZVPD basis) of a 3-piece molecular cluster, C20H34F9O6P overall.

Last column: Löwdin charge in e.
Atoms and positions in Å:
C: 1.277 -4.432 -4.066  -0.362
C: 0.371 0.143 -2.758  -0.173
H: 5.644 -3.064 0.228  0.106
F: -0.582 -0.321 6.310  0.143
H: 2.634 -0.767 -4.030  0.107
O: -2.456 4.711 0.894  0.014
H: -3.075 2.262 -1.349  0.072
H: 4.849 -1.602 -4.076  0.128
H: -0.980 -3.483 -4.482  0.106
H: 1.982 -1.009 -1.419  0.070
O: 3.850 -3.289 -1.090  -0.276
C: 0.049 0.543 5.464  -0.471
H: 5.388 -4.769 -0.736  0.107
C: 0.953 -1.298 -1.886  -0.251
H: -1.356 4.708 4.344  0.061
H: -3.638 3.952 -1.366  0.087
H: 5.599 -2.313 -1.818  0.129
C: -1.423 3.851 6.326  -0.198
H: -1.845 2.712 0.813  0.126
O: 0.957 2.585 6.475  0.143
H: 1.294 1.031 -1.176  0.053
H: -4.201 2.855 -0.113  0.078
H: -0.955 3.971 7.309  0.127
C: 4.414 -2.238 -1.945  -0.238
H: 4.492 -3.438 -3.976  0.129
H: -0.772 -1.634 -4.525  0.111
C: 0.012 1.982 5.977  -0.324
H: -2.494 -4.489 -1.567  0.117
P: 1.154 -2.745 -3.109  0.829
C: -0.892 4.860 5.324  -0.059
C: -1.622 -3.686 -1.433  -0.249
H: -0.067 2.002 -0.980  0.093
F: -0.561 0.399 4.251  0.137
F: -4.403 5.805 3.695  0.143
F: -3.786 6.873 1.898  0.144
H: 0.187 4.751 5.184  0.083
H: -1.964 -1.527 -2.067  0.088
H: -2.500 4.001 6.461  0.129
H: 1.394 -3.574 -1.915  0.074
H: -1.140 -3.444 0.858  0.076
C: -3.220 4.533 2.019  -0.329
C: 0.535 1.624 -1.884  -0.062
F: 2.599 -5.127 -3.819  -0.067
C: -3.332 3.121 -0.722  -0.052
C: -3.429 5.863 2.743  -0.469
O: -0.888 0.835 -2.163  -0.240
H: 0.206 -1.471 -1.005  0.088
H: 0.571 0.175 -4.000  0.157
C: -2.154 3.524 0.145  -0.216
H: 2.600 -2.211 -5.213  0.119
O: -3.643 3.444 2.395  0.146
C: -0.667 -2.566 -3.784  -0.259
F: -2.298 6.283 3.381  0.116
H: -0.623 -4.291 -1.451  0.079
H: -1.294 3.760 -0.493  0.115
C: 4.878 -3.856 -0.203  -0.123
H: 4.328 -4.304 0.757  0.110
H: 4.143 -1.139 -1.632  0.124
C: 2.614 -1.963 -4.043  -0.277
H: -2.836 -2.801 -3.144  0.126
F: 1.316 0.065 5.308  0.139
C: -1.802 -2.556 -2.596  -0.239
F: 0.293 -5.454 -3.535  -0.062
O: -1.247 2.511 5.840  0.013
C: -1.887 -3.011 0.062  -0.145
H: -1.763 -1.844 0.078  0.062
H: -1.095 5.881 5.659  0.089
H: -2.993 -3.222 0.452  0.086
F: 1.183 -4.291 -5.534  -0.042
C: 4.121 -2.388 -3.545  -0.200

SMILES: CCCC[PH](CCCOC)(C[C@@H]1CO1)C(F)(F)F.CCOC(=O)C(F)(F)F.CCOC(=O)C(F)(F)F

Entry 4:
The following is a DFT calculation (the ωB97M-V functional and the def2-TZVPD basis) of C20H34N2O5RhS2 as an isolated structure.

Last column: Löwdin charge in e.
Atoms and positions in Å:
S: 0.451 2.794 1.186  1.082
H: 4.244 -0.853 5.030  0.090
H: -3.695 0.660 2.084  0.105
H: 3.152 -3.145 -2.475  0.103
H: 1.925 -4.293 -1.865  0.117
C: 3.524 0.732 3.765  -0.230
H: -2.656 3.751 -4.551  0.119
H: -3.902 0.356 0.341  0.111
H: -1.949 -3.011 0.362  0.104
C: -2.092 1.340 -5.527  0.033
C: 2.939 2.161 1.904  -0.065
H: 0.141 0.942 3.437  0.113
C: 1.593 1.940 2.182  -0.449
H: -4.620 -1.534 2.656  0.130
O: -0.911 1.927 -2.145  -0.092
C: 1.637 -1.557 -0.954  -0.353
H: 0.794 -2.145 -2.883  0.158
H: -4.233 -2.308 -0.287  0.127
C: -2.818 2.968 -3.813  0.041
H: 2.225 -3.891 1.063  0.114
C: -4.074 -2.467 0.781  -0.201
C: 1.191 1.110 3.231  -0.061
C: -1.057 1.393 -3.308  -0.336
N: 2.287 -2.631 -0.603  -0.093
H: 4.723 0.761 5.527  0.109
H: 3.533 -4.214 -1.135  0.113
C: -4.625 -1.298 1.591  -0.197
H: -4.541 -3.412 1.051  0.136
H: -2.586 3.337 -2.822  0.095
H: -2.371 -2.901 2.085  0.113
C: 2.160 0.510 4.006  -0.007
C: -3.708 -0.106 1.311  -0.270
C: 2.742 -3.626 -1.590  0.024
C: 2.607 -2.905 0.805  0.033
H: 2.162 -2.145 1.438  0.087
H: 4.943 1.739 2.511  0.132
H: -3.852 2.634 -3.866  0.115
H: 5.516 0.016 4.147  0.091
H: -1.600 0.384 -5.671  0.092
H: -0.903 3.113 3.100  0.074
O: -0.686 1.738 0.781  -0.661
C: -0.067 0.296 -3.706  -0.018
H: 0.196 4.492 2.757  0.091
C: 3.894 1.557 2.705  -0.005
S: -2.030 -0.781 1.151  1.097
H: 3.689 -2.899 0.925  0.117
N: -1.940 1.834 -4.151  -0.087
C: -2.580 -2.503 1.090  -0.283
O: -1.653 -0.500 -0.373  -0.583
Rh: -0.169 0.656 -0.751  1.300
H: 2.286 -1.178 -2.983  0.162
H: 3.238 2.812 1.091  0.119
H: -0.534 -0.566 -4.180  0.145
H: -1.680 2.070 -6.222  0.123
C: -0.499 3.767 2.330  -0.178
O: 0.593 -0.103 -2.490  -0.249
H: -5.650 -1.049 1.318  0.137
H: 0.678 0.722 -4.383  0.172
C: 1.350 -1.318 -2.437  -0.028
H: 1.865 -0.121 4.836  0.131
H: -3.155 1.223 -5.726  0.117
H: -1.281 4.277 1.773  0.078
O: 1.280 -0.671 -0.110  -0.086
C: 4.561 0.120 4.657  -0.019

total charge: +3
relative energy (zero: lowest compared OMol25 entry of this formula, charge and spin): 7.4 kcal per mole

Entry 5:
The following is a DFT calculation (the ωB97M-V functional and the def2-TZVPD basis) of a 9-piece molecular cluster, C20H34N8O2 overall.

Last column: Löwdin charge in e.
Atoms and positions in Å:
H: 1.132 -2.963 -3.079  0.098
N: -0.343 3.104 -2.633  0.137
H: 5.781 2.257 0.175  0.082
N: 7.669 -0.162 -0.749  0.115
H: 1.186 -0.413 -3.524  0.080
H: -1.943 -5.080 0.860  0.094
C: 1.976 3.228 4.074  -0.075
H: -2.523 -1.754 -4.134  0.119
H: 0.975 3.628 4.271  0.079
H: 4.821 -0.744 2.855  0.070
C: -2.040 -3.105 1.260  -0.250
H: -3.451 3.952 -2.920  0.099
H: 4.937 1.243 -0.985  0.071
C: 3.530 0.303 1.673  -0.293
C: -0.361 1.265 0.484  -0.071
H: 2.718 3.924 4.440  0.075
C: 4.040 -0.957 2.166  -0.076
C: -2.404 -0.823 -2.192  -0.221
C: -2.313 -4.452 1.694  -0.068
H: -3.260 2.148 -2.435  0.059
H: 3.231 -1.477 2.772  0.105
H: -2.020 0.651 4.172  0.079
H: 1.358 -4.141 -1.717  0.081
N: -1.768 -2.069 0.801  0.174
C: -2.946 3.175 -2.316  -0.058
C: -1.508 3.198 -2.497  -0.271
C: 2.181 1.843 4.453  -0.295
C: -1.574 2.081 0.687  -0.294
C: -4.230 -0.219 -0.910  -0.106
H: 2.051 3.231 2.934  0.089
C: 6.883 0.683 -0.800  -0.290
H: 2.836 -3.556 -2.490  0.098
H: -3.036 3.326 -1.235  0.044
H: -2.372 -0.048 -4.119  0.123
O: -3.615 -0.102 -2.172  -0.207
H: -3.331 -4.767 1.797  0.075
N: -2.424 2.797 0.953  0.147
H: -0.179 0.478 -2.849  0.036
C: 5.895 1.753 -0.807  -0.090
H: 0.178 0.635 -4.554  0.082
H: 0.532 1.558 1.071  0.068
N: 2.444 0.754 4.605  0.146
H: -4.382 -1.235 -0.698  0.062
H: -0.234 1.302 -0.602  0.040
H: -3.489 1.048 3.110  0.130
C: 1.703 -2.212 -1.295  -0.290
C: -1.983 -0.954 -3.659  -0.190
H: -3.685 0.330 -0.178  0.056
C: 0.174 -0.050 -3.725  -0.094
C: -3.135 -1.015 3.928  -0.292
H: -2.151 0.150 2.508  -0.003
H: -1.637 -0.316 -1.596  0.092
H: -5.259 0.250 -0.893  0.113
H: -0.616 0.209 0.745  0.040
O: -0.615 -1.230 -3.947  -0.184
N: 3.235 1.329 1.240  0.149
C: -2.666 0.251 3.405  -0.077
C: 1.795 -3.289 -2.224  -0.065
H: -1.792 -4.616 2.663  0.102
H: 6.124 2.561 -1.477  0.071
N: -3.422 -2.035 4.349  0.129
H: -2.568 -1.830 -1.670  0.121
H: 4.379 -1.678 1.471  0.062
N: 1.513 -1.354 -0.536  0.171

SMILES: COCCOC.CC#N.CC#N.CC#N.CC#N.CC#N.CC#N.CC#N.CC#N

Entry 6:
The following is a DFT calculation (the ωB97M-V functional and the def2-TZVPD basis) of C20H35B2BeF8NO5 as an isolated structure.

Last column: Löwdin charge in e.
Atoms and positions in Å:
C: -6.347 1.731 -3.700  -0.007
F: 1.679 -1.408 -0.482  0.141
H: 7.749 -2.471 0.068  0.075
F: -1.254 3.830 -4.589  0.123
H: -2.803 -3.136 -3.290  0.101
H: -2.109 3.040 4.324  0.082
O: -7.826 2.532 -1.989  0.097
H: 3.202 6.243 1.016  0.073
F: -2.274 5.192 -6.076  0.157
C: -2.472 -6.354 4.925  -0.081
C: 4.285 7.106 -1.213  -0.016
F: 0.289 0.344 -0.802  0.082
H: 1.134 1.360 6.657  0.076
C: -5.633 2.123 -1.331  -0.021
N: -2.699 -5.320 2.716  0.041
H: 5.534 -2.732 3.166  0.085
H: 3.742 4.591 0.773  0.092
H: -7.245 1.793 -4.314  0.089
C: 3.093 5.369 0.372  0.011
H: -0.092 -3.986 4.236  0.094
H: 3.831 8.058 -0.940  0.101
O: -0.385 3.368 6.313  0.038
H: 0.568 0.498 5.204  0.075
H: 6.127 -2.149 -0.576  0.077
H: -1.448 -3.669 2.323  0.101
H: -5.570 1.110 -0.932  0.102
H: -0.769 -5.564 6.057  0.099
H: 7.100 -3.309 2.468  0.085
O: 3.060 5.201 -2.020  0.099
H: 4.640 7.246 -2.234  0.089
C: -1.192 -3.397 -4.694  -0.451
H: -2.401 -4.829 -3.799  0.086
C: -0.584 2.291 5.736  -0.437
C: -1.668 -4.491 2.989  -0.139
C: 6.398 -1.574 1.540  -0.432
H: 2.042 5.094 0.456  0.090
H: -5.902 0.740 -3.782  0.091
H: -0.799 -5.363 -5.411  0.087
C: -1.692 2.100 4.685  -0.016
H: -1.333 1.351 3.980  0.080
C: -2.014 -3.840 -3.554  -0.007
B: -1.342 4.207 -5.907  -1.355
F: -0.043 4.439 -6.348  0.096
H: -5.785 2.857 -0.540  0.097
B: 1.531 -0.070 -0.291  -1.382
H: -2.514 1.699 5.279  0.083
H: -1.421 -3.864 -2.640  0.107
H: -5.549 2.421 -3.976  0.096
F: 1.579 0.242 1.048  0.130
H: -0.344 0.393 6.749  0.081
C: -6.717 2.138 -2.305  -0.509
F: 2.448 0.649 -1.026  0.117
H: -4.694 2.301 -1.854  0.090
O: -0.754 -2.243 -4.825  0.080
H: 7.183 -0.791 -0.353  0.073
C: -1.007 -4.379 -5.830  -0.014
H: -2.863 -7.008 5.690  0.098
C: 6.921 -1.763 0.064  -0.016
F: -1.852 3.072 -6.580  0.071
C: 0.255 1.032 6.101  -0.019
H: -4.037 -6.691 3.480  0.094
C: -3.113 -6.179 3.703  -0.144
Be: 1.662 1.694 -4.635  1.166
C: -1.350 -5.567 5.147  -0.087
H: -0.128 -4.100 -6.411  0.084
H: 5.680 -3.634 1.594  0.081
H: -1.881 -4.347 -6.480  0.101
C: 6.117 -2.889 2.258  -0.024
O: 6.300 -0.473 2.071  0.073
H: 5.138 6.993 -0.543  0.094
C: -0.896 -4.702 4.146  -0.076
C: 3.516 5.839 -1.065  -0.401

Calculated values (eV) of total energy for the records, taken in order: -166645.7655; -64211.6753; -67308.7491; -59160.9805; -37302.7897; -56528.7439.
Calculated values (eV/A) of max |F| for the records, taken in order: 2.06; 5.72; 6.09; 2.63; 3.70; 3.57.
Calculated values (eV) of frontier orbital gap for the records, taken in order: 1.63; 10.63; 8.52; 6.58; 10.24; 1.37.